A molecular structure, C28H47BrHgNOP3 in a non-equilibrium geometry, computed with ωB97M-V/def2-TZVPD.

Atoms and positions in Å:
C  -5.64278  -8.03246  -0.22514
C  -4.30201  -7.92589  -0.63802
C  -3.68235  -9.07974  -1.15205
C  -4.41195  -10.27345  -1.22243
N  -5.68116  -10.34959  -0.82155
C  -6.29319  -9.26962  -0.33435
C  -3.57742  -6.67943  -0.53970
C  -2.93777  -5.64199  -0.45789
C  -2.14494  -4.47575  -0.31830
C  -2.66026  -3.22673  -0.71364
C  -1.87485  -2.08152  -0.57234
C  -0.57955  -2.23492  -0.11524
C  -0.04741  -3.44024  0.31810
C  -0.84504  -4.57810  0.21584
Hg  0.61129  -0.52388  -0.07769
P  0.31434  0.05312  -2.56717
H  -2.65235  -9.05795  -1.49520
H  -6.18073  -7.17612  0.17196
H  -3.94784  -11.18101  -1.61456
H  -7.33288  -9.37733  -0.01788
H  -0.46604  -5.54317  0.54263
H  -3.66820  -3.14932  -1.12355
H  0.96691  -3.50080  0.72498
H  -2.26658  -1.09344  -0.81428
C  1.44950  1.43507  -2.94381
C  1.99000  1.49208  -4.37027
H  2.26852  1.36428  -2.21041
H  0.91306  2.36657  -2.69746
H  2.64886  2.36274  -4.45634
H  2.58135  0.60703  -4.62661
H  1.19345  1.60898  -5.11422
C  0.78370  -1.41602  -3.54687
C  -0.26956  -1.97633  -4.50136
H  1.04674  -2.19128  -2.80766
H  1.71094  -1.19671  -4.09914
H  0.09269  -2.92843  -4.91310
H  -1.22448  -2.18235  -3.99796
H  -0.45915  -1.30616  -5.35174
C  -1.35410  0.60707  -3.05836
C  -1.45070  1.38407  -4.37167
H  -1.72267  1.21237  -2.21525
H  -2.00050  -0.28263  -3.09848
H  -2.50652  1.59934  -4.57790
H  -0.92566  2.34498  -4.32192
H  -1.06438  0.81787  -5.22873
Br  2.26191  1.02517  1.02091
P  4.50237  -3.49889  -0.93672
C  3.87100  -2.70703  -2.47373
C  5.04651  -2.31808  -3.37463
H  3.26659  -1.83042  -2.19027
H  3.21583  -3.43656  -2.97777
H  4.69514  -2.09359  -4.38700
H  5.56516  -1.43094  -2.99351
H  5.78143  -3.12937  -3.44194
C  4.28041  -2.22285  0.36771
C  5.35761  -2.43754  1.43780
H  3.26637  -2.30057  0.79341
H  4.37697  -1.23043  -0.10005
H  5.45266  -1.54674  2.06408
H  5.11677  -3.28416  2.08608
H  6.33275  -2.63688  0.97807
C  3.21546  -4.75934  -0.55649
C  3.62709  -6.12252  -1.12535
H  2.25091  -4.42650  -0.96782
H  3.13121  -4.80811  0.54142
H  3.01414  -6.91350  -0.68133
H  3.48972  -6.16314  -2.21310
H  4.67834  -6.34406  -0.90900
C  -1.57684  2.62263  2.55299
P  -2.32384  2.33744  0.93499
C  -4.09928  2.28276  1.26015
C  -2.13471  3.81454  -0.09527
O  -1.77082  1.11284  0.26116
H  -0.48450  2.63018  2.45973
H  -1.87932  1.80636  3.22362
H  -1.93603  3.57740  2.95399
H  -4.44097  3.24559  1.65658
H  -4.62316  2.07117  0.32174
H  -4.30562  1.49629  1.99392
H  -1.07038  3.99302  -0.29450
H  -2.66287  3.64921  -1.04435
H  -2.57191  4.68077  0.41625

Values from the calculation:
orbital gap (alpha / beta)	0.153 / 0.124	Ha
calculated total energy	-4975.99111	Eh
HOMO level (alpha / beta)	-0.468 / -0.469	Ha
2S+1	1
E_LUMO (alpha / beta)	-8.577 / -9.380	eV
net charge	+2

These are the Mulliken partial charges, in e, on atoms 1 to 8: atom 1 (C): -0.439, atom 2 (C): 0.584, atom 3 (C): -0.429, atom 4 (C): -0.327, atom 5 (N): -0.556, atom 6 (C): -0.327, atom 7 (C): 0.072, atom 8 (C): -0.536